1.
ORCA calculation (the ωB97M-V functional and the def2-TZVPD basis) on a cluster of 2 separate species, C7H10ClF2N3O2 in total at a distorted geometry.

```
25
Properties=species:S:1:pos:R:3:forces:R:3
C 1.0024 1.6915 -0.6108 3.4 -0.4 -1.4
C 1.0574 0.4948 -1.5520 -0.1 0.0 0.2
O 2.0090 0.3944 -2.2994 -1.5 -1.1 0.1
N -0.0645 -0.4551 -1.3975 3.4 1.7 0.4
C -0.4120 -1.3777 -2.4311 0.4 1.2 -2.4
N -1.0092 -0.0208 -0.5279 -3.1 1.5 -1.1
C -1.1468 -0.3721 0.7911 0.3 -0.6 -0.1
O -2.3406 0.0108 1.2776 0.6 0.1 -1.3
C -0.1944 -1.0533 1.4863 3.7 0.2 -1.5
C -0.0614 -1.3462 2.8720 -1.4 -0.7 0.1
N -0.0208 -1.6806 3.9840 0.2 0.4 -0.9
H 1.1365 1.3436 0.3825 0.3 -0.2 1.1
H 0.1057 2.1721 -0.6343 -2.5 1.5 -0.2
H 1.8658 2.3916 -0.9220 -1.5 -1.2 0.6
H -0.6582 -0.8436 -3.3915 -0.7 -0.2 0.9
H 0.3744 -1.9804 -2.8293 1.2 -0.4 0.6
H -1.1424 -2.0520 -2.1075 -1.4 -0.7 0.5
H -1.7724 0.6157 -0.9619 1.5 -1.6 1.4
H -2.2671 -0.0875 2.2102 -0.3 0.0 1.6
H 0.8682 -1.1444 0.9197 -2.8 0.0 1.2
F 0.1977 1.3466 3.3983 0.7 -0.8 -0.1
C 1.3001 1.0190 4.1733 -3.4 2.3 1.4
F 2.1656 1.9561 3.8762 1.4 -0.4 -0.2
Cl 0.6734 1.3457 5.8737 0.7 -0.4 -0.6
H 1.5116 -0.0272 4.1279 0.8 -0.3 -0.4
```
Positions in Å, forces in eV/Å.

Energy relative to the best compared isomer or geometry (same formula, charge and spin) (eV): 0.414
Charge: 0
SMILES: CC(=O)N(C)N/C(O)=C/C#N.FC(F)Cl
E_LUMO (eV): 0.361
HOMO (eV): -9.141

=====

2.
ORCA calculation (the ωB97M-V functional and the def2-TZVPD basis) on the molecule C3H7FO at a distorted geometry.

```
12
Properties=species:S:1:pos:R:3:forces:R:3
C 1.2077 -0.2744 -0.2895 0.1 -1.4 -0.8
C -0.2050 -0.5581 0.1055 -1.1 -0.6 -2.6
O -1.1007 -0.8607 -1.0833 1.5 2.7 1.2
C -0.7584 0.5982 0.7622 2.5 3.0 -1.1
F -0.6229 1.5989 -0.2980 -1.5 0.2 0.6
H 1.3894 0.6776 -0.7692 -0.2 0.1 0.0
H 1.7631 -0.3585 0.6029 1.1 0.2 1.1
H 1.5482 -1.0850 -0.9237 0.2 0.0 -0.3
H -0.3373 -1.3317 0.7997 0.2 -1.8 0.6
H -1.1142 0.0944 -1.4363 -0.3 -2.2 0.1
H -1.7336 0.4293 1.0871 -1.8 0.5 0.5
H -0.0363 1.0700 1.4426 -0.7 -0.7 0.7
```
Positions in Å, forces in eV/Å.

Energy relative to the best compared isomer or geometry (same formula, charge and spin) (eV): 0.712
Charge: 0
SMILES: C[C@H](O)CF
E_LUMO (eV): 1.004
HOMO (eV): -10.570

=====

In g mol⁻¹, the M values for the records above are, in order, 241.62, 78.09.
In hartree, the total energy values for the records above are, in order, -1247.3206, -293.5676.
In eV, the orbital gap values for the records above are, in order, 9.50, 11.57.